{"formula": "C50H49BF2N8O2P2Sn", "method": "ωB97M-V/def2-TZVPD", "species": ["Sn", "C", "N", "C", "N", "C", "C", "C", "C", "C", "C", "C", "C", "C", "C", "C", "C", "C", "C", "P", "C", "N", "C", "C", "N", "C", "C", "C", "C", "C", "C", "C", "C", "C", "C", "C", "C", "C", "C", "N", "C", "C", "N", "C", "C", "C", "C", "C", "C", "C", "C", "C", "C", "C", "C", "C", "H", "H", "H", "H", "H", "H", "H", "H", "H", "H", "H", "H", "H", "H", "H", "H", "H", "H", "H", "H", "H", "H", "H", "H", "H", "H", "H", "H", "H", "H", "H", "H", "H", "H", "H", "H", "H", "H", "H", "F", "B", "F", "N", "C", "P", "O", "O", "C", "N", "H", "H", "H", "H", "H", "H", "H", "H", "H", "H"], "coordinates": [[-0.0175, 1.1456, -0.7164], [0.8458, -1.0609, 4.7349], [0.3763, -0.0703, 3.7678], [0.5005, -0.1351, 2.4158], [0.0303, 0.9606, 1.8493], [-0.4333, 1.7657, 2.8711], [-0.2146, 1.1245, 4.0778], [-0.4394, 1.5971, 5.4553], [0.0447, 2.8513, 5.8314], [-0.1615, 3.3213, 7.1182], [-0.8597, 2.5488, 8.0380], [-1.3517, 1.3053, 7.6679], [-1.1395, 0.8270, 6.3829], [-1.1345, 3.0498, 2.6800], [-2.2026, 3.3542, 3.4928], [-2.8636, 4.6054, 3.4237], [-2.4823, 5.5468, 2.5177], [-1.4869, 5.2757, 1.5239], [-0.7435, 3.9520, 1.6324], [1.1040, -1.6244, 1.5540], [2.2780, -0.8159, 0.4278], [2.0250, 0.2568, -0.3042], [3.1800, 0.6071, -0.9598], [4.1598, -0.2930, -0.6077], [3.5698, -1.1754, 0.2694], [4.2441, -2.3005, 0.9138], [5.5863, -0.2906, -0.9699], [6.2059, -1.4138, -1.5148], [7.5375, -1.3566, -1.8990], [8.2605, -0.1839, -1.7333], [7.6498, 0.9362, -1.1834], [6.3172, 0.8866, -0.8078], [3.2148, 1.7260, -1.9138], [2.5502, 2.9160, -1.6162], [2.4957, 3.9471, -2.5432], [3.1229, 3.8025, -3.7714], [3.8156, 2.6332, -4.0613], [3.8609, 1.5980, -3.1413], [-0.3470, -1.8573, 0.4793], [-1.1099, -0.9690, -0.1516], [-2.1553, -1.6746, -0.7369], [-1.9809, -3.0233, -0.4406], [-0.8535, -3.1021, 0.3226], [-0.2712, -4.3463, 0.8283], [-2.7378, -4.2356, -0.8029], [-3.3907, -4.9776, 0.1798], [-4.1388, -6.0923, -0.1709], [-4.2282, -6.4759, -1.5023], [-3.5554, -5.7532, -2.4806], [-2.8112, -4.6366, -2.1349], [-3.2242, -1.0941, -1.5524], [-4.4325, -1.7879, -1.6980], [-5.6164, -1.4232, -2.3201], [-5.9506, -0.2755, -3.1195], [-5.1061, 0.6490, -3.6168], [-3.1819, 0.3455, -1.9602], [1.6996, -1.5933, 4.3280], [0.0633, -1.7796, 4.9725], [1.1442, -0.5543, 5.6477], [0.5903, 3.4484, 5.1101], [0.2235, 4.2917, 7.4046], [-1.0211, 2.9173, 9.0429], [-1.9074, 0.7079, 8.3794], [-1.5467, -0.1353, 6.0929], [-2.5139, 2.6479, 4.2510], [-3.6407, 4.8221, 4.1455], [-2.9274, 6.5346, 2.5347], [-0.9168, 6.1244, 1.1601], [0.3033, 3.9472, 1.3446], [5.2989, -2.0662, 1.0196], [4.1423, -3.2044, 0.3156], [3.8146, -2.4764, 1.8953], [5.6406, -2.3268, -1.6674], [8.0081, -2.2277, -2.3369], [9.2993, -0.1417, -2.0346], [8.2122, 1.8514, -1.0496], [5.8373, 1.7590, -0.3802], [2.1463, 3.0665, -0.6210], [1.9761, 4.8654, -2.3008], [3.0844, 4.6041, -4.4973], [4.3182, 2.5263, -5.0143], [4.3922, 0.6828, -3.3753], [-0.6402, -5.1728, 0.2315], [-0.5461, -4.5098, 1.8690], [0.8103, -4.3089, 0.7473], [-3.3347, -4.6667, 1.2179], [-4.6579, -6.6554, 0.5942], [-4.8223, -7.3378, -1.7777], [-3.6182, -6.0592, -3.5171], [-2.2873, -4.0611, -2.8911], [-4.4791, -2.7489, -1.2088], [-6.4291, -2.1295, -2.1968], [-6.9970, -0.1924, -3.3917], [-5.5047, 1.4298, -4.2544], [-2.1825, 0.7391, -1.8463], [-2.9495, 3.4337, 0.2923], [-1.7971, 4.1981, 0.3537], [-1.2576, 4.3695, -0.8810], [-4.0769, 1.1398, -1.0205], [-3.6237, 0.6552, -3.4012], [-0.3718, -1.1863, -3.3945], [0.4646, -2.4725, -2.8061], [0.2000, 0.0701, -2.6377], [0.5673, -1.0601, -5.0200], [1.9508, -1.4996, -4.7943], [-5.0456, 0.9661, -1.3132], [-3.8791, 2.1408, -1.0787], [-3.9428, 0.8594, -0.0520], [-3.2232, 1.6316, -3.6830], [-3.1463, -0.0816, -4.0520], [0.4742, -0.0307, -5.3772], [0.0717, -1.7268, -5.7259], [2.5013, -0.7524, -4.3920], [2.4050, -1.8204, -5.6377], [1.2940, -2.5418, -3.3471]], "atomic_forces_ev_per_a": [[0.1, -0.6, -1.1], [0.0, 0.0, 0.0], [0.1, -0.1, 0.1], [0.0, 0.0, 0.1], [0.0, 0.2, 0.3], [0.0, -0.2, 0.0], [0.0, 0.3, -0.1], [0.0, 0.0, 0.0], [0.1, -0.1, 0.0], [0.0, 0.0, 0.0], [0.0, 0.0, 0.0], [0.0, 0.0, 0.0], [-0.1, 0.0, -0.1], [-0.2, -0.1, -0.3], [0.0, -0.1, -0.1], [0.0, 0.1, 0.1], [-0.1, 0.0, -0.1], [0.4, -0.1, 0.6], [0.3, 0.2, 0.8], [0.0, 0.3, 0.0], [0.0, 0.0, 0.1], [-0.1, 0.2, -0.1], [-0.1, -0.2, -0.1], [0.0, 0.2, 0.0], [0.1, -0.1, 0.0], [0.0, 0.0, 0.0], [0.0, 0.0, 0.0], [0.0, 0.0, -0.1], [0.0, 0.0, 0.0], [0.0, 0.0, 0.0], [0.0, 0.0, 0.0], [0.0, 0.0, 0.1], [-0.1, 0.0, 0.0], [0.2, 0.0, 0.1], [0.0, 0.0, 0.0], [0.0, 0.0, 0.0], [0.0, 0.0, 0.0], [-0.1, 0.0, 0.0], [-0.2, -0.2, -0.1], [0.0, 0.0, -0.1], [0.2, -0.1, -0.3], [0.0, 0.1, 0.0], [0.1, -0.1, 0.0], [0.0, 0.0, 0.0], [0.0, 0.0, -0.1], [-0.1, 0.1, 0.0], [0.0, 0.0, 0.0], [0.0, 0.0, 0.0], [0.0, 0.0, 0.0], [0.1, 0.1, -0.1], [-0.7, -0.1, 0.6], [0.4, 0.0, 0.1], [-0.1, 0.1, -0.2], [0.0, -0.1, 0.0], [0.1, 0.0, 0.0], [0.2, -0.2, -0.3], [0.0, 0.0, 0.0], [0.0, 0.0, 0.0], [0.0, 0.1, 0.0], [0.0, 0.0, 0.0], [0.0, 0.0, 0.0], [0.0, 0.0, 0.0], [0.0, 0.0, 0.0], [0.0, 0.0, 0.0], [0.0, 0.0, 0.0], [0.0, 0.0, 0.0], [0.0, 0.0, 0.0], [-0.1, -0.1, -0.2], [-0.1, -0.1, -0.3], [0.0, 0.0, 0.0], [0.0, 0.0, 0.0], [0.0, 0.0, 0.0], [0.0, 0.0, 0.0], [0.0, 0.0, 0.0], [0.0, 0.0, 0.0], [0.0, 0.0, 0.0], [0.0, 0.0, 0.0], [-0.1, 0.0, 0.0], [0.0, 0.0, 0.0], [0.0, 0.0, 0.0], [0.0, 0.0, 0.0], [0.0, 0.0, 0.0], [0.0, 0.0, -0.1], [0.0, 0.0, 0.0], [0.0, 0.0, -0.1], [0.0, 0.0, 0.0], [0.0, 0.0, 0.0], [0.0, 0.0, 0.0], [0.0, 0.0, 0.0], [0.0, 0.0, 0.0], [0.0, 0.0, 0.0], [0.0, 0.0, 0.0], [0.0, 0.0, 0.0], [0.0, 0.0, 0.0], [0.1, 0.1, 0.1], [0.0, 0.1, 0.3], [-0.3, -0.6, -1.1], [0.1, 0.2, 0.2], [0.2, 0.0, -0.2], [-0.1, 0.1, 0.1], [-0.3, -0.4, -0.5], [0.1, -0.2, 0.0], [0.2, 1.1, 1.2], [0.0, 0.0, 0.5], [-0.1, 0.0, 0.0], [-0.1, 0.0, 0.1], [0.0, 0.1, 0.1], [0.0, 0.0, 0.1], [0.0, 0.0, 0.0], [0.1, 0.0, 0.1], [0.0, 0.0, -0.1], [0.1, 0.0, -0.1], [0.0, 0.1, 0.0], [0.0, 0.1, 0.0], [-0.1, 0.1, 0.2]], "lowdin_charge": [1.351, -0.002, -0.040, -0.434, 0.033, -0.145, -0.105, -0.197, -0.025, -0.053, -0.059, -0.058, -0.041, -0.116, 0.012, -0.022, 0.001, -0.067, -0.046, 1.201, -0.417, -0.008, -0.157, -0.092, -0.029, 0.006, -0.188, -0.038, -0.060, -0.060, -0.054, -0.021, -0.188, -0.088, -0.057, -0.059, -0.050, -0.024, -0.432, 0.025, -0.180, -0.107, -0.037, 0.002, -0.221, -0.040, -0.059, -0.058, -0.050, -0.019, -0.122, -0.024, -0.034, -0.103, -0.075, -0.272, 0.071, 0.101, 0.103, 0.125, 0.114, 0.114, 0.114, 0.116, 0.126, 0.121, 0.132, 0.158, 0.146, 0.102, 0.103, 0.073, 0.117, 0.113, 0.114, 0.114, 0.124, 0.086, 0.113, 0.113, 0.115, 0.120, 0.102, 0.102, 0.077, 0.122, 0.113, 0.114, 0.114, 0.120, 0.105, 0.113, 0.115, 0.116, 0.025, 0.145, -0.842, 0.159, 0.253, -0.116, 0.709, -0.327, -0.666, -0.367, -0.050, 0.144, 0.149, 0.172, 0.129, 0.116, 0.074, 0.075, 0.056, 0.081, 0.025], "homo_energy_ev": [-11.58, -11.58], "total_charge": 2, "e_lumo_ev": [-5.8, -5.7], "e_tot_ha": -3644.58416, "relative_energy_kcal_mol": 59.0}